Record 1
C20H43OP3SSc | the ωB97M-V functional and the def2-TZVPD basis

Each line ends with the Mulliken charge.
Positions of all 69 atoms, in Å:
Sc -0.047 -0.069 0.901  -0.64
P 2.146 1.103 1.874  1.22
P -2.090 1.817 1.075  0.94
P 0.644 1.218 -1.290  1.28
H -1.192 -2.771 1.142  0.30
C -0.368 -2.494 0.470  -0.62
C 0.956 -2.410 0.903  -0.14
H 1.279 -2.751 1.907  0.25
C 2.682 0.669 3.572  -1.14
C 2.145 2.934 2.031  -1.26
C 3.740 0.943 0.987  -1.28
C -3.653 1.231 0.306  -1.30
C -2.727 2.133 2.762  -1.15
C -1.953 3.550 0.457  -1.18
C 1.948 0.240 -2.137  -1.16
C 1.366 2.887 -1.529  -1.38
C -0.783 1.351 -2.449  -1.25
H -0.615 -2.688 -0.576  0.41
H 1.809 -2.357 0.203  0.35
H 2.653 -0.418 3.711  0.35
H 2.045 1.146 4.327  0.32
H 3.721 1.011 3.715  0.50
H 1.375 3.249 2.745  0.36
H 1.945 3.394 1.056  0.29
H 3.133 3.257 2.392  0.47
H 3.961 -0.107 0.805  0.41
H 4.524 1.386 1.616  0.52
H 3.709 1.482 0.026  0.34
H -4.449 1.985 0.410  0.42
H -3.965 0.311 0.816  0.42
H -3.492 1.005 -0.755  0.34
H -3.578 2.830 2.707  0.52
H -1.943 2.570 3.391  0.35
H -3.063 1.193 3.213  0.30
H -2.850 4.122 0.759  0.50
H -1.852 3.583 -0.636  0.32
H -1.068 4.020 0.905  0.33
H 1.981 0.556 -3.188  0.47
H 1.737 -0.840 -2.080  0.30
H 2.915 0.422 -1.654  0.35
H 1.463 3.049 -2.611  0.51
H 2.359 2.972 -1.066  0.43
H 0.711 3.658 -1.101  0.31
H -0.385 1.363 -3.474  0.50
H -1.323 2.285 -2.237  0.42
H -1.509 0.525 -2.347  0.23
C -0.660 -2.948 -4.587  0.39
C -1.755 -2.843 -5.480  -0.34
C -1.897 -3.738 -6.549  -0.57
C -0.979 -4.777 -6.745  -0.42
C 0.105 -4.891 -5.861  -0.60
C 0.255 -4.000 -4.795  -0.33
S -0.345 -1.645 -3.468  -0.03
H -0.753 -1.865 -2.166  -0.17
H -2.469 -2.025 -5.330  0.34
H -2.733 -3.623 -7.246  0.37
H -1.092 -5.487 -7.572  0.40
H 0.833 -5.680 -6.018  0.38
H 1.096 -4.059 -4.098  0.32
C 0.029 -1.895 4.734  -1.26
C -0.399 -0.611 4.140  0.83
C -0.727 0.459 5.108  -1.20
O -0.461 -0.430 2.878  -0.12
H -0.777 -2.213 5.428  0.43
H 0.913 -1.728 5.387  0.42
H 0.240 -2.697 4.012  0.25
H -0.263 1.422 4.878  0.31
H -1.823 0.581 5.192  0.36
H -0.380 0.149 6.105  0.43

Computed properties:
- largest force on an atom (eV/Å) = 2.94
- Kohn-Sham gap (eV) = 4.1
- DFT total energy (Eh) = -3045.12373
- ΔE to the lowest compared entry with this formula, charge and spin (kcal per mole) = 1.0
- net charge = +3


Record 2
C20H43OP3SeTc | the ωB97M-V functional and the def2-TZVPD basis

Each line ends with the Mulliken spin population.
Positions of all 69 atoms, in Å:
Tc -0.088 -0.126 -1.026  2.05
P -1.406 1.644 -1.557  -0.11
P -0.043 0.491 1.269  -0.06
P -1.758 -1.592 -0.608  -0.16
H 1.659 -1.527 -4.321  0.00
C 0.566 -1.536 -4.231  0.01
C -0.024 -0.819 -3.221  -0.04
H 0.795 -0.173 -2.748  0.01
C -0.340 3.016 -2.166  0.03
C -2.474 2.506 -0.315  0.01
C -2.610 1.373 -2.935  0.02
C 1.049 -0.623 2.240  0.00
C 0.728 2.123 1.652  0.01
C -1.493 0.579 2.424  0.02
C -2.247 -2.622 -2.018  0.05
C -3.404 -1.077 -0.017  0.05
C -1.253 -2.866 0.603  0.05
H 0.012 -1.909 -5.111  0.00
H -1.025 -0.463 -3.501  0.03
H 0.315 2.643 -2.969  0.00
H 0.277 3.409 -1.346  0.00
H -0.972 3.830 -2.563  0.00
H -1.874 2.879 0.531  0.00
H -3.262 1.827 0.054  0.00
H -2.960 3.376 -0.796  0.00
H -2.143 0.861 -3.783  0.00
H -2.976 2.354 -3.286  0.00
H -3.461 0.782 -2.575  0.00
H 1.038 -0.333 3.302  0.00
H 2.074 -0.562 1.858  0.00
H 0.707 -1.659 2.147  0.00
H 0.478 2.424 2.681  0.00
H 0.360 2.902 0.974  0.00
H 1.820 2.062 1.564  0.00
H -1.150 1.030 3.364  0.00
H -1.883 -0.422 2.631  0.00
H -2.285 1.207 2.007  0.00
H -2.938 -3.389 -1.653  0.00
H -1.373 -3.108 -2.469  0.00
H -2.739 -2.017 -2.784  0.00
H -4.037 -1.971 -0.001  0.00
H -3.850 -0.345 -0.696  0.00
H -3.359 -0.656 0.990  0.00
H -1.873 -3.757 0.443  0.00
H -1.383 -2.522 1.634  0.00
H -0.208 -3.162 0.454  -0.02
C 2.071 -4.122 -0.627  0.14
C 1.625 -3.664 -1.884  0.02
C 0.734 -4.450 -2.615  0.04
C 0.138 -5.568 -2.024  0.15
C 0.437 -5.925 -0.700  -0.01
C 1.401 -5.192 0.001  0.09
Se 3.642 -3.341 0.222  0.55
H 2.940 -3.453 1.545  0.00
H 1.985 -2.719 -2.301  -0.01
H 0.489 -4.164 -3.645  0.00
H -0.617 -6.113 -2.596  0.00
H -0.083 -6.758 -0.210  0.00
H 1.637 -5.409 1.048  0.00
C 3.220 2.195 -0.863  0.01
C 3.003 0.767 -1.150  0.02
C 4.204 -0.071 -1.400  -0.01
O 1.858 0.231 -1.156  0.05
H 3.581 2.717 -1.759  0.00
H 4.005 2.292 -0.096  0.00
H 2.308 2.680 -0.520  0.00
H 4.004 -1.139 -1.233  0.03
H 4.568 0.066 -2.431  0.00
H 5.011 0.245 -0.723  0.00

Computed properties:
- largest force on an atom (eV/Å) = 3.67
- Kohn-Sham gap (spin up / spin down) (eV) = 8.3 / 6.0
- multiplicity = 4
- ⟨S²⟩ = 3.783
- DFT total energy (Eh) = -4367.77725
- ΔE to the lowest compared entry with this formula, charge and spin (kcal per mole) = 0.0
- net charge = +4


Record 3
C20H44B4FNO13S4 | the ωB97M-V functional and the def2-TZVPD basis

Each line ends with the Mulliken charge.
Positions of all 87 atoms, in Å:
C 4.430 -0.305 -3.495  -0.61
O 3.268 -0.988 -4.154  -0.39
B 3.187 -0.391 -5.534  0.77
O 4.102 -0.884 -6.610  -0.58
B 2.055 0.803 -5.726  0.12
O 2.536 2.209 -5.483  -0.34
B 1.629 2.661 -4.369  0.75
F 2.102 2.857 -2.954  -0.28
O 0.195 2.850 -4.783  -0.38
B -0.233 1.472 -5.211  0.18
C -1.721 0.998 -4.619  -0.85
C -1.503 -0.381 -3.757  0.32
C -1.668 -1.719 -4.691  -0.49
N -0.597 -2.713 -4.298  -0.49
O 0.627 0.598 -6.064  -0.19
H 5.042 0.316 -4.304  0.29
H 5.129 -1.182 -3.126  0.24
H 4.093 0.408 -2.617  0.17
H 4.740 -1.491 -6.126  0.30
H -2.134 1.808 -3.849  0.18
H -2.517 0.931 -5.475  0.31
H -2.332 -0.418 -2.930  -0.08
H -0.444 -0.281 -3.231  0.10
H -2.741 -2.145 -4.501  0.24
H -1.554 -1.381 -5.830  0.33
H 0.010 -2.860 -5.134  0.28
H -0.036 -2.409 -3.473  0.25
C -2.520 -3.913 0.548  0.38
C -3.602 -2.858 0.776  -0.58
C -3.409 -1.769 -0.277  -0.81
S -2.650 -2.563 -1.686  1.34
O -1.318 -2.023 -1.857  -0.68
O -3.608 -2.625 -2.772  -0.79
C -2.513 -4.180 -0.949  -0.94
H -2.715 -4.825 1.119  -0.62
H -1.546 -3.518 0.864  0.35
H -4.590 -3.318 0.655  0.26
H -3.555 -2.443 1.787  0.38
H -4.362 -1.328 -0.579  0.44
H -2.732 -0.986 0.076  0.33
H -1.602 -4.672 -1.294  0.42
H -3.391 -4.760 -1.249  0.38
C 3.574 6.094 -1.293  -0.60
C 5.089 5.977 -1.131  -0.59
C 5.421 6.308 0.323  -0.72
S 3.977 5.867 1.279  1.26
O 3.409 7.075 1.839  -0.68
O 4.278 4.703 2.088  -0.70
C 2.973 5.360 -0.104  -0.62
H 3.233 5.669 -2.242  0.26
H 3.280 7.150 -1.270  0.32
H 5.401 4.950 -1.356  0.28
H 5.622 6.640 -1.818  0.33
H 6.281 5.736 0.680  0.35
H 5.603 7.378 0.459  0.34
H 1.929 5.619 0.078  0.45
H 3.080 4.277 -0.215  0.32
C 1.570 4.590 4.311  -0.38
C 1.529 5.963 4.980  -0.62
C 0.066 6.284 5.280  -0.64
S -0.756 4.713 5.497  1.13
O -1.714 4.543 4.425  -0.66
O -1.115 4.550 6.891  -0.67
C 0.667 3.697 5.148  -0.77
H 2.589 4.195 4.258  0.34
H 1.181 4.665 3.289  0.18
H 2.099 5.930 5.917  0.32
H 1.981 6.735 4.349  0.26
H -0.037 6.876 6.193  0.35
H -0.410 6.803 4.444  0.36
H 0.359 2.789 4.627  0.40
H 1.138 3.443 6.102  0.38
C -3.385 -8.979 4.129  -0.55
C -3.555 -7.670 4.898  -0.68
C -3.248 -6.527 3.932  -0.59
S -3.647 -7.132 2.300  1.17
O -2.425 -7.215 1.527  -0.66
O -4.827 -6.445 1.812  -0.69
C -4.109 -8.777 2.806  -0.74
H -3.791 -9.831 4.683  0.35
H -2.320 -9.167 3.950  0.29
H -4.590 -7.586 5.251  0.30
H -2.905 -7.630 5.778  0.32
H -3.852 -5.643 4.150  0.38
H -2.186 -6.266 3.947  0.38
H -3.816 -9.499 2.042  0.40
H -5.194 -8.793 2.944  0.34

Computed properties:
- largest force on an atom (eV/Å) = 5.32
- Kohn-Sham gap (eV) = 8.4
- structure (SMILES) = COB(O)B1OB(F)OB(CCCN)O1.O=S1(=O)CCCC1.O=S1(=O)CCCC1.O=S1(=O)CCCC1.O=S1(=O)CCCC1
- DFT total energy (Eh) = -3613.53032
- ΔE to the lowest compared entry with this formula, charge and spin (kcal per mole) = 128.1


- Which value of largest force on an atom does entry 3 give?
  5.32 eV/Å


- Which value of ΔE to the lowest compared entry with this formula, charge and spin does entry 2 give?
  0.0 kcal per mole


- The highest ΔE to the lowest compared entry with this formula, charge and spin belongs to which entry?
  C20H44B4FNO13S4